No. 1
The following is a DFT calculation (ωB97M-V with the def2-TZVPD basis set) of C34H64BrCl6F3IKMgN3O11S as an isolated structure in a non-equilibrium geometry.

```
126
Properties=species:S:1:pos:R:3:forces:R:3:lowdin_charge:R:1
C 2.380342 3.966475 1.396389 -0.25 -0.85 0.72 0.1500
C 1.749709 3.502203 0.469800 -0.34 -1.01 -0.08 -0.1143
C 0.900371 2.826458 -0.640397 1.05 1.46 1.46 -0.1666
C -0.355594 1.895712 -0.127909 -1.24 0.37 -1.43 -0.4143
O -1.389023 2.921114 -0.067300 1.25 -1.56 1.48 -0.1441
C -1.460330 3.590461 1.195993 -2.07 2.17 1.39 -0.1446
C -2.772854 4.544055 1.132748 -0.26 -0.53 0.19 -0.2940
C -3.311693 4.773411 -0.343397 -0.76 0.86 0.63 -0.0691
C -2.554359 5.918169 1.901295 -0.03 -0.15 -0.35 -0.3726
C -1.634577 6.897582 1.010522 -0.28 -0.83 0.84 -0.0662
C -1.941182 5.737591 3.354889 -0.43 0.72 -0.55 -0.0889
N -0.188104 1.095217 1.074649 1.30 -0.93 -0.79 -0.0169
C 1.113906 0.620490 1.541161 -0.08 0.97 2.65 -0.2039
O 1.417940 1.331817 2.766834 0.10 -1.73 -0.61 -0.1230
C 1.964626 0.408816 3.737672 1.51 0.34 1.15 -0.1384
C 3.430688 -0.099839 3.311707 -1.10 0.05 0.63 -0.1577
O 4.152849 1.065459 2.868728 -0.14 -1.01 -1.18 -0.1675
C 4.907719 0.783686 1.677014 0.40 1.07 0.33 -0.1683
C 5.374814 2.175157 1.027998 -0.19 -0.48 0.88 -0.1738
O 6.705565 2.087951 0.510408 -1.28 -0.57 -0.59 -0.1518
C 6.714194 1.363222 -0.727294 0.11 0.14 -1.93 -0.2393
C 6.157967 2.232693 -1.968541 -0.06 -0.05 0.47 -0.0722
C -1.099568 -0.081639 1.226568 -1.20 -1.53 -1.26 -0.0880
C -2.466305 0.000203 0.366114 0.59 0.00 4.06 -0.1642
C -3.428550 0.952984 1.177320 -1.55 0.28 0.43 -0.1846
C -4.893083 0.306657 1.432286 1.52 -0.03 1.41 -0.5932
C -5.156760 0.216389 3.014430 -0.33 0.92 -0.80 -0.1583
I -6.388386 1.796304 0.712992 0.42 0.14 1.23 0.8077
N -2.209077 0.267309 -1.119936 -0.15 -2.05 0.35 -0.1670
C -2.130096 -1.155656 -1.716261 -1.30 -3.27 -0.80 -0.1616
C -3.545723 -1.926831 -1.819722 0.05 -0.03 -0.33 -0.0331
C -3.398651 0.957941 -1.704129 -3.14 2.51 -1.59 -0.1483
C -3.646096 0.859757 -3.272464 0.41 0.80 1.18 -0.3386
F -4.962070 0.305059 -3.585545 0.91 0.51 1.02 -0.1612
C -0.887464 0.913723 -1.335209 2.09 3.29 -1.00 -0.7155
Cl 0.553311 -0.267925 -1.642699 -2.66 1.49 0.41 0.4905
Br -0.727334 2.004361 -3.023964 -1.00 -0.41 0.61 0.8735
H 2.838611 4.147519 2.405608 -0.58 0.05 -1.81 0.1032
H 1.627636 2.296786 -1.343788 -1.77 2.65 -0.67 0.0220
H 0.535828 3.734384 -1.219402 0.06 -1.81 0.29 0.1414
H -1.639635 2.929493 2.094479 0.62 0.31 -1.28 0.1317
H -0.621150 4.298945 1.445524 -0.27 -1.10 -0.74 0.1086
H -3.598360 3.992206 1.694474 0.95 0.65 -0.67 0.1236
H -3.921725 5.738346 -0.315501 0.70 -1.19 -0.09 0.0955
H -4.059704 3.964661 -0.614606 1.15 0.80 0.06 0.0480
H -2.517448 4.935398 -1.122945 -0.81 -0.48 0.78 0.0847
H -3.590059 6.376703 2.025571 1.28 -0.52 -0.24 0.1372
H -1.137767 6.309116 0.186371 -0.53 0.70 0.72 0.0685
H -2.274189 7.711891 0.572348 1.00 -0.67 0.43 0.0840
H -0.814004 7.270415 1.688923 -0.91 0.10 -0.93 0.0769
H -2.027220 6.751275 3.867259 0.36 -1.31 -0.54 0.0918
H -0.851737 5.463882 3.235737 -1.14 0.16 0.54 0.0727
H -2.522298 5.003887 3.991239 0.80 0.63 -0.82 0.0875
H 2.031272 0.795600 0.869240 -0.56 0.00 1.23 0.0515
H 1.178715 -0.473190 1.853140 -0.59 1.07 -1.33 0.1617
H 1.270657 -0.443531 4.000802 0.63 0.76 -0.63 0.1435
H 2.117733 0.995623 4.698299 -0.35 -0.49 -1.30 0.1432
H 3.358268 -0.907598 2.510498 0.23 1.00 0.89 0.1322
H 3.941667 -0.517040 4.228723 -0.58 0.21 -1.01 0.1414
H 4.237942 0.232128 0.938311 0.77 0.11 0.64 0.0857
H 5.814186 0.178319 1.976213 -0.89 0.42 -0.78 0.1559
H 5.358770 2.975633 1.826519 0.11 -0.98 -0.85 0.1443
H 4.606920 2.481677 0.247561 0.87 -0.14 0.50 0.0906
H 6.099264 0.412579 -0.716774 0.67 0.85 0.46 0.1117
H 7.766326 1.062134 -1.012447 -1.10 0.46 0.89 0.1324
H 6.057975 3.332128 -1.700493 0.27 -1.36 -0.29 0.0932
H 5.135773 1.856179 -2.275262 0.93 0.42 0.14 0.0404
H 6.844380 2.122588 -2.858291 -0.84 0.15 0.99 0.0849
H -0.642984 -1.078367 0.886209 -0.03 1.32 0.40 0.1148
H -1.329641 -0.235592 2.326152 0.00 0.33 -1.52 0.1448
H -2.876594 -1.055022 0.565628 0.10 1.16 -0.86 0.1304
H -3.617927 1.985753 0.789558 0.73 -1.03 0.08 0.0368
H -3.011284 1.086879 2.228436 -0.28 -0.18 -1.49 0.1161
H -5.031943 -0.693595 0.906612 0.01 0.26 0.56 0.0382
H -5.398591 1.285756 3.331089 0.19 -1.44 -0.02 0.0470
H -4.223985 -0.071169 3.578169 -0.98 -0.13 -0.83 0.0834
H -6.023005 -0.471154 3.243847 1.10 0.78 -0.23 0.0912
H -1.767218 -1.161704 -2.782263 0.16 0.56 1.26 0.1077
H -1.557157 -1.865463 -1.028392 -0.03 1.47 -0.80 0.1151
H -3.383149 -3.034122 -1.613645 0.07 1.53 0.01 0.1112
H -4.281989 -1.578250 -1.041589 0.68 -0.60 -0.77 0.0613
H -3.951721 -1.883419 -2.879458 0.41 0.35 1.38 0.0883
H -4.398765 0.608725 -1.283659 1.86 -0.16 0.17 0.0978
H -3.384243 2.067724 -1.451134 0.56 -1.56 0.01 0.1095
H -3.677715 1.912101 -3.703362 0.00 -1.38 0.55 0.0999
H -2.812000 0.276910 -3.906349 -1.79 0.85 1.35 -0.2399
F -4.550210 -2.273134 1.102427 -1.10 3.63 -2.09 -0.5167
C -1.667002 -5.482793 3.596831 -0.02 -0.59 -0.24 -0.2192
C -0.890804 -5.272502 2.307576 0.45 0.41 0.27 -0.2031
O -1.808468 -4.635547 1.425281 -1.20 -0.08 1.00 -0.2288
S -2.807153 -3.700529 2.281872 0.01 -1.34 -0.56 0.6446
O -2.311951 -2.356525 2.246053 0.16 -0.37 0.64 -0.2679
O -4.127431 -4.073103 1.958584 0.92 -2.15 1.35 -0.2421
O -2.470476 -4.316297 3.747113 0.45 0.64 -0.06 -0.2307
H -2.331508 -6.347099 3.520497 0.06 0.01 0.00 0.0927
H -1.010730 -5.605870 4.458777 -0.14 0.18 0.04 0.1287
H -0.533815 -6.208251 1.880131 -0.18 0.12 -0.17 0.1325
H -0.044548 -4.597386 2.458845 0.01 -0.07 -0.12 0.1102
Mg 2.293712 0.971296 -0.810348 1.48 -2.78 -0.05 0.6994
Cl 1.476575 -2.380352 -1.148409 2.79 -1.78 0.02 0.0287
Cl -2.244041 0.204429 -5.430388 1.57 -0.79 -2.65 -0.1676
F -0.012575 -3.619125 0.285913 0.45 0.36 -0.22 -0.6541
N 3.282306 -4.547740 -2.738840 0.32 -0.41 -0.35 0.2899
H 2.624327 -3.969299 -2.184772 -0.54 0.75 0.52 -0.0251
H 3.818809 -3.942039 -3.368147 -0.01 0.08 0.12 0.1117
H 3.921835 -5.035390 -2.108379 -0.11 0.07 -0.03 0.1528
H 2.756772 -5.231737 -3.287172 0.01 0.06 0.12 0.1516
K -7.468500 1.349396 -1.955859 -0.32 -0.48 -1.60 0.6362
C -4.772983 -5.363741 6.618463 0.01 0.00 -0.01 -1.5323
Cl -5.800307 -5.963903 7.926184 0.04 0.06 -0.10 0.5222
Cl -3.509850 -4.303276 7.256925 -0.08 -0.03 -0.05 0.5213
Cl -4.060293 -6.708247 5.719947 -0.12 0.05 0.10 0.5613
H -5.390552 -4.786814 5.935494 0.13 -0.09 0.07 0.0201
C 5.408328 -4.419817 -8.187874 0.43 -0.06 -0.18 -0.0132
C 5.559387 -4.183720 -6.701983 -0.22 -0.40 -0.99 -0.3408
C 4.489609 -3.304808 -6.117777 -0.57 -0.04 -0.07 -0.1146
O 5.153029 -2.705387 -5.008206 0.21 -0.10 0.23 0.0263
C 6.486916 -2.679115 -5.319913 0.98 0.21 0.04 -0.5384
O 7.306087 -2.072826 -4.707654 -0.47 -0.20 -0.10 0.1757
O 6.746264 -3.438158 -6.419092 -0.37 0.40 0.77 0.1001
H 4.429995 -4.842389 -8.424670 0.04 0.01 0.08 0.0961
H 5.540626 -3.491089 -8.747673 -0.14 0.02 0.15 0.0988
H 6.178419 -5.108885 -8.540367 -0.12 -0.01 0.04 0.0928
H 5.625391 -5.141119 -6.172777 -0.01 0.07 0.07 0.1586
H 3.620473 -3.875058 -5.785095 0.01 0.12 0.04 0.1290
H 4.157138 -2.513071 -6.794342 0.05 -0.12 -0.07 0.1496
```
Forces are in eV/Å.

Output
charge = +1
orbital gap = 3.4445 eV
HOMO energy = -0.3183 Eh
M = 1262.886 g/mol
2S+1 = 1
calculated total energy = -9455.55886 Eh
F_max = 4.3 eV/Å

***

No. 2
The following is a DFT calculation (ωB97M-V with the def2-TZVPD basis set) of a 4-piece molecular cluster, C34H65IN3O8 overall in a non-equilibrium geometry.

```
111
Properties=species:S:1:pos:R:3:forces:R:3:lowdin_charge:R:1
C 3.849816 -2.830665 3.040811 -0.16 0.17 -0.14 -0.1323
C 5.268353 -2.891304 2.463656 -0.16 0.21 0.03 -0.2463
C 5.412123 -2.311838 1.016060 -0.45 -0.67 1.18 -0.1975
C 4.324858 -1.294334 0.684245 0.70 0.65 -0.60 -0.2308
C 4.639843 -0.474060 -0.584795 -0.65 -1.00 -0.07 -0.2112
C 3.373333 0.239484 -1.102436 0.59 0.33 0.56 -0.1988
C 3.223514 1.705497 -0.584225 -0.11 -1.06 -0.52 -0.1795
C 2.046239 1.867183 0.396051 0.27 0.32 -0.68 -0.2000
C 1.383637 3.252306 0.333078 0.53 0.14 0.87 -0.1933
C 0.849386 3.745509 1.705519 -0.41 0.15 -0.36 -0.1896
C -0.600992 4.272640 1.598542 0.64 -0.68 0.34 -0.1838
C -1.583393 3.099162 1.829844 -0.56 0.87 -0.51 -0.1403
C -2.783822 3.190071 0.863122 0.09 -0.03 0.42 -0.0621
N -3.234500 1.838252 0.423075 0.58 2.16 0.50 0.0059
N -4.248357 1.324232 1.068608 -0.04 0.09 -0.14 0.2275
C -4.652934 0.153157 0.666799 -0.67 -1.35 0.26 -0.1377
C -5.856705 -0.424559 1.386986 0.23 1.16 0.53 0.0168
C -5.701807 -0.464376 2.913136 -0.40 -1.83 0.19 -0.4008
O -5.888246 -1.488399 3.519705 0.28 1.68 -0.51 0.1396
O -5.398048 0.750919 3.500737 0.20 -0.66 0.06 0.0802
C -4.302579 0.727281 4.352492 1.16 -0.23 1.07 -0.4678
C -4.152505 1.993721 5.165054 -0.06 0.11 -1.02 0.0336
O -3.512819 -0.178964 4.418978 -0.99 0.57 -0.62 0.1382
C -4.037763 -0.580748 -0.380294 0.12 0.29 -0.41 -0.0498
C -4.516343 -1.941195 -0.780091 0.05 -0.34 0.81 -0.1220
C -4.007712 -2.958209 0.280560 -0.56 -0.10 -0.36 -0.2778
C -4.700560 -4.334689 0.139857 0.54 0.34 0.76 -0.5937
I -5.500287 -4.908087 2.067751 -0.08 -0.11 -0.52 0.8485
C -2.963799 0.014505 -1.008845 -0.07 -0.89 -0.43 -0.0373
C -2.224464 -0.629922 -2.148382 0.61 0.79 -0.10 -0.1008
C -0.787587 -1.096654 -1.786639 -0.23 -0.15 -0.81 -0.1633
C 0.120137 -1.054658 -3.023269 0.59 0.30 0.05 -0.2288
C 0.599072 0.367875 -3.393768 -0.53 0.00 -0.37 -0.0903
C -2.576215 1.273501 -0.554207 0.23 -1.08 -0.77 -0.2446
O -1.540810 1.893751 -1.156522 -0.03 -0.39 1.09 -0.0259
N -1.906503 2.460789 -2.479410 -0.43 1.14 -0.85 0.1100
O -2.993293 2.826686 -2.518451 0.27 -0.36 -0.11 0.1676
H 3.104672 -3.186126 2.324874 0.06 -0.18 0.02 0.0666
H 3.554282 -1.808853 3.283709 0.05 0.01 0.06 0.0609
H 3.744035 -3.422280 3.950063 0.12 -0.03 -0.01 0.0685
H 5.942750 -2.351728 3.133364 -0.04 -0.02 0.04 0.0994
H 5.579030 -3.937358 2.494998 0.20 0.07 -0.17 0.0964
H 6.414898 -1.894190 0.928247 -0.04 0.06 -0.26 0.1089
H 5.326164 -3.178878 0.357286 0.11 0.27 -0.38 0.1107
H 4.180882 -0.585323 1.505422 -0.12 -0.16 0.13 0.1118
H 3.387201 -1.817604 0.493516 -0.09 0.01 0.24 0.1026
H 5.484049 0.195398 -0.421513 -0.05 0.08 -0.08 0.1061
H 4.955543 -1.198876 -1.340497 0.17 0.14 -0.05 0.1029
H 3.368271 0.201050 -2.192926 -0.04 0.14 0.04 0.0813
H 2.519212 -0.341526 -0.739931 -0.08 -0.03 -0.28 0.0832
H 4.172007 1.942997 -0.101246 -0.11 0.42 0.00 0.1083
H 3.111477 2.334275 -1.470814 -0.09 0.29 0.23 0.1045
H 2.433159 1.682451 1.399461 -0.25 -0.12 0.07 0.1120
H 1.312725 1.097685 0.135036 -0.10 0.00 0.33 0.0874
H 2.150377 3.966627 0.024110 -0.13 0.03 -0.21 0.1118
H 0.581638 3.287882 -0.406008 0.09 -0.14 -0.11 0.0877
H 1.497473 4.528128 2.099414 0.05 -0.05 0.00 0.1107
H 0.864543 2.920412 2.421718 0.07 0.09 0.09 0.1030
H -0.719545 4.703576 0.602233 -0.16 0.12 0.08 0.1037
H -0.775611 5.049659 2.341559 -0.10 0.07 -0.10 0.1122
H -1.975539 3.198074 2.841400 0.13 -0.45 0.10 0.1084
H -1.089180 2.134287 1.711456 0.06 0.03 0.02 0.1178
H -2.518856 3.753427 -0.024932 0.01 -0.10 -0.09 0.1088
H -3.635096 3.683299 1.323202 -0.15 -0.21 -0.04 0.1383
H -6.089622 -1.426875 1.060299 -0.13 -0.02 0.08 0.1069
H -6.690038 0.255021 1.175966 -0.11 -0.18 -0.02 0.1546
H -4.640258 2.816512 4.642217 -0.20 0.02 0.29 0.0859
H -4.539853 1.870900 6.172782 -0.12 -0.05 -0.03 0.1003
H -3.087807 2.213435 5.208170 0.01 -0.11 0.21 0.0868
H -4.157498 -2.244386 -1.756081 -0.16 0.12 -0.06 0.1104
H -5.606608 -1.954864 -0.797203 0.01 -0.06 -0.09 0.1274
H -4.210138 -2.547400 1.268482 0.16 -0.03 0.05 0.0535
H -2.926455 -3.076540 0.191805 0.00 0.08 0.01 0.1168
H -3.963148 -5.095785 -0.089204 -0.19 -0.13 -0.16 0.0364
H -5.509038 -4.338924 -0.582964 -0.06 -0.06 0.06 0.0443
H -2.800085 -1.433362 -2.590046 0.09 -0.06 0.04 0.1119
H -2.127485 0.115560 -2.945508 -0.01 -0.02 0.02 0.1125
H -0.341840 -0.438167 -1.039990 -0.10 -0.22 0.25 0.0999
H -0.848528 -2.129205 -1.439606 0.09 0.13 0.39 0.1141
H -0.365934 -1.499881 -3.894094 -0.10 -0.14 0.14 0.1103
H 1.013200 -1.651825 -2.832523 -0.14 -0.16 0.11 0.1055
H 0.162620 0.667977 -4.349202 0.08 0.11 0.01 0.0743
H 0.288096 1.117443 -2.666362 0.14 -0.07 0.13 0.0434
H 1.678715 0.437640 -3.500903 -0.03 -0.09 0.03 0.0566
C 7.479888 -0.226218 -4.803510 -0.08 -0.02 -0.08 -0.0798
C 7.008383 0.413343 -3.512589 0.42 -0.14 0.00 -0.3199
O 7.305193 -0.411287 -2.386676 -0.20 0.04 0.06 -0.0954
H 7.008127 -1.200619 -4.937816 -0.05 0.02 0.01 0.0785
H 7.239830 0.403238 -5.662249 0.05 0.00 -0.01 0.0567
H 8.559745 -0.391886 -4.781972 0.01 0.09 -0.02 0.0766
H 5.927252 0.556453 -3.530749 -0.01 -0.04 0.14 0.1013
H 7.482775 1.390175 -3.367053 -0.12 0.08 -0.12 0.1074
H 8.258919 -0.532181 -2.356462 0.01 -0.03 -0.01 0.0832
C -8.646272 -4.173084 5.736140 -0.03 -0.01 -0.04 -0.0906
C -8.058790 -5.464142 6.276253 0.22 0.27 -0.17 -0.3152
O -7.343628 -6.165583 5.261542 -0.14 -0.17 -0.01 -0.1025
H -9.315759 -4.381201 4.900524 -0.04 -0.04 0.05 0.0761
H -9.203491 -3.641801 6.509400 0.02 0.02 -0.01 0.0741
H -7.855884 -3.516080 5.362136 0.01 0.03 0.09 0.0634
H -8.848005 -6.125665 6.628921 0.07 -0.10 -0.06 0.1129
H -7.382037 -5.258630 7.111976 -0.12 0.00 0.10 0.1094
H -6.637316 -5.589707 4.955890 0.05 0.02 0.07 0.0271
C 5.439950 4.596200 -6.532494 -0.07 -0.01 0.01 -0.0928
C 6.044160 3.326419 -5.961722 0.27 0.26 -0.27 -0.3304
O 6.636885 2.538868 -6.991875 -0.17 -0.16 0.15 -0.0893
H 4.685401 4.353966 -7.281503 -0.03 -0.03 0.05 0.0765
H 4.977348 5.198311 -5.748576 0.03 0.03 -0.02 0.0730
H 6.204596 5.198451 -7.027947 0.02 0.04 0.09 0.0746
H 5.274274 2.719625 -5.485369 0.07 -0.13 -0.07 0.1065
H 6.807827 3.563647 -5.212894 -0.13 0.03 0.12 0.1074
H 7.323507 3.071761 -7.403890 0.02 -0.03 -0.05 0.0840
```
Forces are in eV/Å.

Output
charge = +1
orbital gap = 7.1955 eV
HOMO energy = -0.4234 Eh
M = 770.811 g/mol
2S+1 = 1
calculated total energy = -2397.99990 Eh
F_max = 2.3 eV/Å